{"formula": "C15H36Cl3F9N3O12S3", "method": "the ωB97M-V functional and the def2-TZVPD basis", "orbital_gap_ha": 0.3036, "homo_ev": -2.9, "e_tot_ev": -139713.5185, "charge": -3, "elements": ["C", "C", "C", "O", "C", "N", "H", "H", "H", "H", "H", "H", "H", "H", "H", "H", "H", "H", "C", "C", "C", "O", "C", "N", "H", "H", "H", "H", "H", "H", "H", "H", "H", "H", "H", "H", "C", "C", "C", "O", "C", "N", "H", "H", "H", "H", "H", "H", "H", "H", "H", "H", "H", "H", "C", "F", "F", "F", "S", "O", "O", "O", "C", "F", "F", "F", "S", "O", "O", "O", "C", "F", "F", "F", "S", "O", "O", "O", "Cl", "Cl", "Cl"], "positions_angstrom": [[12.928904, 14.362029, 16.906824], [14.007022, 14.551820, 15.825747], [15.338516, 14.423674, 16.433529], [16.460532, 14.990478, 15.713897], [17.119519, 15.937699, 16.510745], [13.844259, 13.418665, 14.880607], [14.632355, 13.270639, 14.225698], [13.810491, 12.555127, 15.452860], [12.992698, 13.606969, 14.355420], [12.967859, 15.233545, 17.576756], [13.047998, 13.435915, 17.494348], [11.957331, 14.392502, 16.437491], [13.841277, 15.446188, 15.247078], [15.513855, 13.361526, 16.675038], [15.305889, 14.841970, 17.445019], [16.990704, 15.593100, 17.543910], [16.646802, 16.952312, 16.474393], [18.196845, 16.065600, 16.228358], [15.401382, 8.641204, 14.193730], [14.709393, 9.449225, 15.238205], [13.420392, 8.830963, 15.779795], [12.638696, 9.841879, 16.402152], [11.927690, 10.614898, 15.483213], [15.661256, 9.709986, 16.350639], [16.334245, 8.883945, 16.514689], [16.201222, 10.568482, 16.047957], [15.112841, 9.936598, 17.191699], [15.790737, 7.721951, 14.677852], [16.248984, 9.255717, 13.851937], [14.781324, 8.452767, 13.337848], [14.406272, 10.369389, 14.763817], [13.640426, 7.910877, 16.395350], [12.924198, 8.376441, 14.912926], [11.204780, 9.997525, 14.967913], [12.630785, 11.012394, 14.741062], [11.321359, 11.405087, 15.963658], [10.989448, 9.727550, 20.689761], [12.061023, 9.065857, 19.870864], [12.762070, 8.061756, 20.819702], [13.144863, 6.876372, 20.173487], [14.536606, 6.584973, 19.806273], [11.543268, 8.330772, 18.676357], [11.776820, 8.821080, 17.813436], [11.933622, 7.301507, 18.653692], [10.501133, 8.217418, 18.643337], [11.378249, 9.987060, 21.722064], [10.135829, 9.031149, 20.720432], [10.533756, 10.592917, 20.244741], [12.747402, 9.804219, 19.463638], [11.953853, 7.743297, 21.540121], [13.601244, 8.539064, 21.271958], [14.459615, 5.629390, 19.328665], [15.150741, 6.479156, 20.725997], [14.939682, 7.257760, 19.049911], [16.379546, 13.272205, 22.056179], [15.877328, 13.468811, 23.292208], [16.685339, 14.489345, 21.526994], [17.547051, 12.590519, 22.219040], [15.180078, 12.334223, 21.045451], [15.872390, 12.074196, 19.811001], [14.914049, 11.125712, 21.805753], [14.022490, 13.164792, 20.988263], [8.192877, 7.364933, 17.531596], [9.255489, 6.506110, 17.584534], [8.703521, 8.537067, 17.243078], [7.353312, 6.994715, 16.528468], [7.457487, 7.401483, 19.224649], [7.197778, 6.001611, 19.448846], [8.588773, 7.970101, 19.955132], [6.354760, 8.287049, 19.229832], [14.359333, 8.325811, 8.362746], [15.393955, 7.893209, 9.083493], [14.292844, 9.694860, 8.456406], [14.528042, 7.883613, 7.068689], [12.752403, 7.618686, 8.904090], [12.682385, 7.580208, 10.327862], [11.752711, 8.440792, 8.225299], [12.735334, 6.285730, 8.363694], [11.481213, 15.144194, 14.321991], [16.836238, 11.823066, 14.652639], [16.591244, 6.723578, 17.039417]], "forces_ev_per_a": [[0.280, 0.567, 0.232], [-0.562, -0.514, 0.388], [1.825, -0.036, 1.366], [-1.012, -0.339, 0.039], [0.136, 0.706, 0.453], [0.998, -1.047, -0.142], [0.083, 0.192, 0.433], [-0.161, 0.525, -0.615], [-1.125, 0.143, -0.286], [0.078, -0.402, 0.000], [0.272, 0.310, -0.133], [-0.180, -0.166, -0.055], [-0.038, 0.316, 0.026], [0.370, 0.126, -0.491], [-0.107, 0.354, -0.188], [0.821, 0.351, 0.075], [0.154, -0.527, -0.210], [-0.954, -0.457, 0.150], [1.363, -0.357, 0.343], [-0.703, -0.882, 0.281], [0.934, -1.234, -0.983], [0.110, -0.899, 1.606], [-0.664, 0.500, -0.690], [0.136, 0.188, 0.262], [-1.124, 0.455, 0.119], [0.197, -0.113, -0.046], [0.671, -0.199, -0.061], [-0.253, 0.250, -0.594], [-0.141, -0.341, 0.031], [-0.418, -0.286, -0.312], [0.374, 0.661, 0.225], [-0.222, 1.302, 0.241], [-0.406, 0.407, -0.004], [-0.189, -0.303, -0.421], [-0.518, 0.214, -0.004], [0.794, -0.232, 0.088], [-0.817, -0.222, 0.780], [0.719, 0.159, 0.278], [-1.084, -0.935, -0.355], [0.420, -0.721, -0.687], [-0.864, 0.434, 0.865], [-1.086, -2.311, -0.274], [0.409, 0.165, -0.325], [-0.373, 2.226, 0.334], [0.727, 0.159, 0.636], [-0.433, -0.313, -1.279], [0.432, 0.108, 0.664], [0.263, 0.738, -0.296], [0.296, -0.062, 0.078], [1.062, 0.389, -0.331], [0.477, 0.528, 0.697], [0.102, -0.555, -0.203], [-0.228, 0.382, -0.628], [0.136, 0.240, 0.354], [0.634, 0.050, 0.372], [0.194, 0.241, -0.238], [-0.161, -0.742, 0.366], [-0.580, 0.507, -0.195], [-0.621, -2.204, -0.123], [0.437, 0.499, -0.522], [0.573, -0.035, 0.469], [-0.664, 1.553, -0.270], [-0.615, -1.166, 0.328], [-0.481, 0.016, -0.518], [0.402, 1.344, -0.755], [0.795, 0.130, 0.781], [1.387, -0.782, 0.697], [-0.126, -0.039, 0.085], [0.365, -0.529, -0.272], [-1.742, 0.875, -0.623], [-1.014, -0.052, -0.148], [0.092, 0.308, -0.274], [0.726, -1.352, -0.682], [0.457, 1.341, 1.013], [-3.051, -1.026, -1.184], [0.756, 1.132, 1.519], [0.985, 0.616, 0.427], [1.032, -1.001, -0.735], [-0.499, 0.096, -0.819], [-0.182, 0.287, -0.092], [-0.078, 0.292, -0.036]]}

{"formula": "C24H36F15O15P", "method": "the ωB97M-V functional and the def2-TZVPD basis", "orbital_gap_ha": 0.3465, "homo_ev": -9.1, "relative_energy_kcal_mol": 46.4, "e_tot_ev": -106233.3548, "charge": 0, "elements": ["C", "C", "C", "C", "O", "P", "O", "O", "O", "O", "H", "H", "H", "H", "H", "H", "H", "H", "H", "H", "H", "C", "C", "O", "C", "O", "C", "F", "F", "F", "H", "H", "H", "H", "H", "C", "C", "O", "C", "O", "C", "F", "F", "F", "H", "H", "H", "H", "H", "C", "C", "O", "C", "O", "C", "F", "F", "F", "H", "H", "H", "H", "H", "C", "C", "O", "C", "O", "C", "F", "F", "F", "H", "H", "H", "H", "H", "C", "C", "O", "C", "O", "C", "F", "F", "F", "H", "H", "H", "H", "H"], "positions_angstrom": [[4.878337, 4.176198, -2.202723], [4.400429, 2.890249, -1.425250], [4.594816, 1.623927, -2.335069], [2.957589, 3.086623, -0.873106], [1.930415, 2.479718, -1.690103], [0.534638, 3.298728, -1.669165], [-0.166050, 3.116533, -0.286422], [-0.403900, 2.642445, -2.860530], [0.731280, 4.884011, -2.077484], [1.431819, 4.951416, -3.298829], [5.868611, 3.951841, -2.658803], [5.050094, 5.023562, -1.500022], [4.126094, 4.409770, -2.983506], [5.097586, 2.813319, -0.559410], [5.416420, 1.016540, -1.891724], [4.878943, 1.979014, -3.349417], [3.715944, 0.954812, -2.385774], [2.790594, 4.190034, -0.796038], [2.862036, 2.718477, 0.173818], [-0.078785, 1.723436, -2.926117], [2.232602, 5.464524, -3.078640], [-6.662012, 3.694294, -0.088587], [-6.259306, 3.919069, -1.531147], [-4.949764, 4.508553, -1.610865], [-3.922200, 3.666585, -1.512727], [-4.018828, 2.480802, -1.363066], [-2.601841, 4.423956, -1.662608], [-2.579554, 5.559180, -0.952523], [-2.376778, 4.769329, -2.943408], [-1.517651, 3.685011, -1.244446], [-6.588065, 4.623913, 0.478114], [-7.685802, 3.324070, -0.029444], [-6.003961, 2.971116, 0.394831], [-6.943682, 4.625199, -2.000143], [-6.302244, 2.995534, -2.109713], [-1.485929, 0.408582, -1.076017], [-2.557527, -0.656247, -1.147097], [-1.993276, -1.970820, -0.951450], [-1.790876, -2.338654, 0.311386], [-2.035478, -1.672341, 1.274645], [-1.237847, -3.765408, 0.360046], [-0.264927, -3.972038, -0.540983], [-2.198313, -4.677308, 0.103388], [-0.720262, -4.073355, 1.554780], [-0.682912, 0.186937, -1.784442], [-1.902720, 1.381991, -1.303772], [-1.033900, 0.449720, -0.085113], [-3.009575, -0.660470, -2.138727], [-3.356814, -0.468922, -0.429756], [8.554889, 4.926716, 3.602175], [8.671948, 3.593925, 2.892903], [8.374080, 3.731614, 1.491775], [9.372583, 4.167230, 0.721757], [10.469181, 4.446911, 1.108613], [8.924799, 4.216287, -0.742280], [7.702767, 4.759656, -0.882416], [8.866678, 2.984837, -1.280314], [9.756123, 4.931180, -1.503219], [7.572448, 5.368355, 3.426434], [8.700858, 4.803924, 4.675498], [9.296088, 5.635543, 3.230932], [7.939566, 2.895235, 3.295901], [9.656465, 3.147152, 3.035433], [-4.021144, -6.271641, -1.853836], [-4.526341, -5.068336, -2.620937], [-5.342606, -5.474201, -3.734122], [-6.614301, -5.759051, -3.453168], [-7.108075, -5.703985, -2.364377], [-7.368079, -6.125883, -4.735724], [-6.665001, -6.964690, -5.513612], [-7.632032, -5.033531, -5.474374], [-8.536842, -6.718810, -4.479005], [-3.500785, -6.961042, -2.521364], [-3.339692, -5.963709, -1.063837], [-4.845747, -6.825616, -1.402714], [-3.684336, -4.518354, -3.040752], [-5.071268, -4.379040, -1.974446], [-1.262271, -4.432780, 4.278016], [-1.557348, -5.867768, 4.659500], [-0.813909, -6.251950, 5.830629], [-1.339621, -5.891858, 7.001258], [-2.360794, -5.283475, 7.140225], [-0.468739, -6.408741, 8.151111], [0.839430, -6.201336, 7.928413], [-0.631590, -7.731681, 8.328689], [-0.765462, -5.816988, 9.311237], [-0.188427, -4.281895, 4.156571], [-1.761656, -4.174090, 3.352485], [-1.596484, -3.743461, 5.054919], [-1.237819, -6.535414, 3.859563], [-2.625004, -6.032695, 4.809613]], "forces_ev_per_a": [[0.139, -0.749, 0.510], [0.213, 0.296, -0.476], [0.317, 0.145, 0.580], [0.874, 0.717, 1.117], [-0.581, 1.360, -1.030], [-1.877, -2.287, 4.328], [9.234, -1.465, -0.342], [3.022, -0.103, 0.322], [-0.196, -1.241, 1.023], [0.584, 0.146, -1.108], [-0.757, 0.253, 0.069], [-0.410, -0.446, -0.556], [0.585, 0.053, 0.286], [-0.699, -0.077, -0.377], [-0.412, 0.388, -0.613], [-0.228, -0.579, 0.571], [0.336, 0.560, -0.051], [-0.062, -0.756, -0.109], [-0.072, -0.089, -0.842], [-0.292, 0.316, -0.380], [-0.380, -0.171, 0.214], [0.282, -0.027, 0.201], [-0.691, -0.160, 0.151], [0.505, 0.034, -0.160], [-1.004, -0.154, 0.002], [0.424, 0.134, -0.051], [1.390, 0.484, -0.291], [-0.302, -0.241, 0.098], [-0.411, -0.221, 0.010], [-9.845, 4.114, -3.089], [-0.108, 0.020, -0.083], [0.021, 0.026, -0.050], [-0.065, -0.058, -0.076], [0.275, 0.157, -0.038], [0.247, 0.010, 0.061], [0.172, -0.342, 0.307], [-0.125, 0.755, -0.287], [0.047, -0.655, 0.213], [-0.514, 1.060, -0.415], [0.210, -0.543, 0.178], [0.838, -1.179, -0.005], [-0.216, 0.340, -0.010], [-0.030, 0.522, 0.173], [-0.162, 0.447, -0.480], [-0.075, -0.151, -0.029], [-0.083, -0.092, 0.061], [-0.069, 0.093, -0.016], [0.089, -0.317, 0.018], [0.157, -0.145, 0.131], [0.042, 0.266, -0.237], [0.006, 0.008, 0.738], [0.034, -0.062, -0.576], [0.035, -0.231, 1.112], [-0.062, 0.075, -0.516], [-0.293, 0.169, -1.328], [0.151, -0.046, 0.353], [0.059, 0.003, 0.415], [0.073, -0.063, 0.480], [-0.029, -0.109, 0.089], [-0.013, -0.046, -0.037], [0.063, -0.086, 0.065], [-0.092, 0.003, -0.306], [0.030, 0.116, -0.232], [-0.228, -0.345, -0.037], [0.543, 0.087, 0.504], [-0.438, 0.006, -0.364], [0.786, 0.378, 0.704], [-0.334, -0.150, -0.364], [-0.645, -0.456, -1.026], [0.116, 0.143, 0.305], [0.197, 0.052, 0.329], [0.273, 0.176, 0.316], [0.074, 0.113, -0.011], [-0.123, -0.067, -0.178], [-0.010, 0.106, 0.036], [-0.151, -0.068, -0.262], [-0.195, -0.136, -0.099], [0.032, 0.145, 0.592], [-0.209, 0.281, -0.635], [0.108, -0.252, 0.512], [-0.440, 0.157, -1.037], [0.228, -0.116, 0.460], [0.759, -0.288, 0.986], [-0.257, 0.078, -0.223], [-0.194, 0.167, -0.284], [-0.225, 0.063, -0.382], [-0.039, -0.075, -0.133], [-0.103, -0.027, 0.144], [-0.086, -0.073, -0.017], [0.184, -0.117, 0.240], [0.079, 0.038, 0.249]]}

What is the charge in the first record?
-3

Which of these has the lowest charge?
C15H36Cl3F9N3O12S3

Among the records above, which one has the highest charge?
C24H36F15O15P

What is the charge in the second record?
0